The following is a quantum chemistry calculation of a molecular structure, C28H24N5O4Pt, from the Open Molecules 2025 dataset.

Output
Electronic energy, eV: -48285.10230
2S+1: 1
Frontier orbital gap, eV: 6.91
Highest occupied orbital energy, eV: -16.55
Energy relative to the best compared isomer or geometry (same formula, charge and spin), kJ/mol: 233.3
Net charge: +3

Atoms and positions in Å:
1 Pt 0.180 1.744 1.433
2 O 1.374 8.164 3.348
3 C 2.295 7.171 3.708
4 C 1.816 5.864 3.146
5 C 2.499 4.677 3.413
6 C 2.040 3.489 2.890
7 N 0.948 3.446 2.118
8 C 0.269 4.581 1.853
9 C 0.676 5.802 2.351
10 C -0.926 4.331 1.051
11 C -1.778 5.291 0.545
12 C -2.896 4.897 -0.183
13 C -3.848 5.916 -0.743
14 O -3.286 7.185 -0.553
15 C -3.113 3.532 -0.375
16 C -2.219 2.620 0.135
17 N -1.145 3.015 0.831
18 H 1.666 9.018 3.683
19 H 2.394 7.063 4.795
20 H 3.298 7.365 3.305
21 H 3.387 4.671 4.031
22 H 2.541 2.548 3.080
23 H 0.119 6.705 2.153
24 H -1.585 6.343 0.693
25 H -4.807 5.802 -0.221
26 H -4.020 5.686 -1.802
27 H -3.905 7.865 -0.838
28 H -3.975 3.172 -0.920
29 H -2.347 1.553 0.004
30 C -0.098 -8.421 -5.866
31 O -0.825 -7.555 -4.947
32 C -0.312 -7.164 -3.823
33 C -1.152 -6.284 -3.060
34 C -0.717 -5.788 -1.883
35 C 0.588 -6.148 -1.407
36 C 1.379 -7.096 -2.138
37 C 0.957 -7.580 -3.335
38 N 1.109 -5.757 -0.256
39 N 0.706 -4.924 0.542
40 C 0.416 -3.762 0.948
41 C -0.490 -3.658 2.110
42 C -0.945 -2.484 2.562
43 C -0.496 -1.242 1.947
44 O -0.919 -0.143 2.298
45 C 0.552 -1.315 0.873
46 N 1.009 -0.131 0.435
47 C 1.936 -0.126 -0.527
48 C 2.483 -1.300 -1.031
49 C 2.041 -2.517 -0.555
50 C 1.016 -2.530 0.392
51 H -0.654 -8.359 -6.793
52 H -0.113 -9.433 -5.469
53 H 0.913 -8.044 -5.997
54 H -2.128 -6.054 -3.464
55 H -1.356 -5.159 -1.278
56 H 2.324 -7.401 -1.708
57 H 1.552 -8.293 -3.883
58 H -0.811 -4.596 2.545
59 H -1.644 -2.411 3.383
60 H 2.265 0.844 -0.874
61 H 3.262 -1.243 -1.778
62 H 2.498 -3.438 -0.892

Atom charges from the natural (NBO) analysis, given in e for atoms 1 to 4: number 1, Pt, carries 0.97; number 2, O, carries -0.71; number 3, C, carries -0.11; number 4, C, carries 0.09

The following is a quantum chemistry calculation of a molecular structure, C28H25AlN4O7SeSi, from the Open Molecules 2025 dataset.

Output
Electronic energy, eV: -129565.35234
2S+1: 1
Frontier orbital gap, eV: 6.69
Highest occupied orbital energy, eV: -2.46
Net charge: -2

Atoms and positions in Å:
1 Al -0.691 -0.050 -0.271
2 O -6.990 2.883 0.488
3 C -5.947 3.525 0.726
4 O -5.775 4.733 0.993
5 C -4.651 2.701 0.624
6 C -3.424 3.245 0.975
7 C -2.277 2.483 0.873
8 N -2.294 1.215 0.433
9 C -3.486 0.685 0.106
10 C -4.670 1.380 0.187
11 C -3.388 -0.748 -0.351
12 O -4.360 -1.434 -0.571
13 O -2.147 -1.138 -0.452
14 H -3.391 4.271 1.315
15 H -1.310 2.883 1.154
16 H -5.607 0.910 -0.074
17 Se 4.111 -1.176 0.912
18 C 5.778 -0.391 0.942
19 N 6.830 0.108 0.961
20 C 5.022 1.500 -2.266
21 C 4.855 2.201 -1.082
22 C 3.590 2.331 -0.520
23 C 2.475 1.756 -1.132
24 C 2.661 1.053 -2.327
25 C 3.921 0.929 -2.893
26 Si 0.770 1.931 -0.399
27 C -0.152 3.209 -1.477
28 C 0.015 4.589 -1.302
29 C -0.692 5.513 -2.061
30 C -1.590 5.081 -3.030
31 C -1.764 3.720 -3.242
32 C -1.053 2.804 -2.471
33 H 6.014 1.362 -2.679
34 H 5.718 2.605 -0.569
35 H 3.478 2.844 0.429
36 H 1.814 0.568 -2.806
37 H 4.050 0.354 -3.802
38 H 0.951 2.635 0.906
39 H 0.706 4.948 -0.543
40 H -0.558 6.574 -1.887
41 H -2.161 5.799 -3.606
42 H -2.467 3.373 -3.991
43 H -1.224 1.747 -2.657
44 C -1.142 -4.423 0.169
45 C -0.313 -4.258 -1.097
46 C 0.994 -3.412 -0.997
47 C 1.757 -3.543 -2.316
48 C 3.060 -2.756 -2.389
49 C 1.787 -3.957 0.180
50 O 2.449 -4.967 0.086
51 N 1.614 -3.314 1.386
52 C 0.850 -2.167 1.630
53 O 0.629 -1.799 2.756
54 N 0.351 -1.529 0.507
55 C 0.553 -2.009 -0.727
56 O 0.157 -1.228 -1.641
57 H -2.022 -5.028 -0.059
58 H -1.506 -3.467 0.549
59 H -0.583 -4.932 0.958
60 H -0.922 -3.801 -1.880
61 H 0.015 -5.235 -1.459
62 H 1.074 -3.222 -3.105
63 H 1.949 -4.607 -2.456
64 H 2.901 -1.683 -2.263
65 H 3.538 -2.913 -3.359
66 H 3.761 -3.057 -1.610
67 H 2.142 -3.660 2.174

Atom charges from the natural (NBO) analysis, given in e for atoms 1 to 4: number 1, Al, carries 1.66; number 2, O, carries -0.74; number 3, C, carries 0.72; number 4, O, carries -0.75

The following is a quantum chemistry calculation of a molecular structure, C28H25AuN10Te, from the Open Molecules 2025 dataset.

Output
Electronic energy, eV: -55326.46995
2S+1: 1
Frontier orbital gap, eV: 4.92
Highest occupied orbital energy, eV: -0.78
Energy relative to the best compared isomer or geometry (same formula, charge and spin), kJ/mol: 216.5
Net charge: -2

Atoms and positions in Å:
1 Au 0.349 -0.030 -0.173
2 N -0.993 3.154 -1.286
3 C -1.897 2.168 -0.925
4 N -3.181 2.406 -0.704
5 N -3.687 1.218 -0.336
6 N -2.762 0.316 -0.339
7 N -1.596 0.888 -0.744
8 C 0.273 3.194 -0.695
9 N 0.934 4.319 -0.522
10 N 2.105 3.927 0.039
11 N 2.126 2.646 0.188
12 N 0.961 2.138 -0.281
13 H -1.418 4.067 -1.329
14 C -1.817 -1.036 4.272
15 Te -2.162 -0.812 2.124
16 C -1.487 1.164 2.610
17 C -1.971 1.422 4.014
18 C -2.266 2.695 4.485
19 C -2.798 2.873 5.759
20 C -3.043 1.769 6.564
21 C -2.725 0.495 6.105
22 C -2.175 0.309 4.842
23 H -0.749 -1.229 4.409
24 H -2.380 -1.842 4.740
25 H -1.882 1.895 1.905
26 H -0.395 1.165 2.539
27 H -2.093 3.550 3.841
28 H -3.039 3.870 6.110
29 H -3.489 1.898 7.544
30 H -2.917 -0.370 6.734
31 C -0.638 -2.342 -5.189
32 C -0.617 -1.048 -4.614
33 C -0.379 -0.895 -3.279
34 C -0.147 -2.015 -2.432
35 C 0.098 -1.872 -1.034
36 C 0.332 -2.996 -0.287
37 C 0.328 -4.284 -0.869
38 C 0.078 -4.444 -2.202
39 C -0.169 -3.311 -3.015
40 C -0.420 -3.439 -4.407
41 H -0.832 -2.459 -6.249
42 H -0.790 -0.181 -5.239
43 H -0.366 0.091 -2.832
44 H 0.519 -2.894 0.777
45 H 0.537 -5.146 -0.245
46 H 0.062 -5.430 -2.656
47 H -0.427 -4.432 -4.844
48 C 3.181 -0.770 -1.527
49 C 3.724 -1.181 -0.179
50 C 4.995 -1.731 -0.095
51 C 5.597 -2.081 1.109
52 C 4.886 -1.816 2.280
53 C 3.616 -1.279 2.264
54 C 2.873 -0.977 3.541
55 C 2.948 -1.000 1.015
56 N 1.675 -0.628 1.123
57 H 4.006 -0.619 -2.228
58 H 2.618 0.163 -1.457
59 H 2.505 -1.522 -1.953
60 H 5.547 -1.877 -1.021
61 H 6.587 -2.521 1.137
62 H 5.343 -2.037 3.243
63 H 3.316 -1.506 4.389
64 H 1.821 -1.258 3.438
65 H 2.885 0.098 3.756

Atom charges from the natural (NBO) analysis, given in e for atoms 1 to 4: number 1, Au, carries 1.20; number 2, N, carries -0.61; number 3, C, carries 0.44; number 4, N, carries -0.40

The following is a quantum chemistry calculation of a molecular structure, C28H25BaF12N6O2S, from the Open Molecules 2025 dataset.

Output
Electronic energy, eV: -86618.91733
2S+1: 1
Frontier orbital gap, eV: 5.20
Highest occupied orbital energy, eV: -3.41
Energy relative to the best compared isomer or geometry (same formula, charge and spin), kJ/mol: 439.4
Net charge: -1

Atoms and positions in Å:
1 Ba 0.055 -0.344 0.208
2 C -2.948 3.624 0.597
3 C -1.867 2.596 0.377
4 N -2.098 1.377 0.081
5 N -3.354 0.986 -0.219
6 C -3.571 -0.245 -0.788
7 N -4.756 -0.323 -1.474
8 S -2.595 -1.558 -0.626
9 C -0.443 2.999 0.350
10 C -0.085 4.188 -0.279
11 C 1.253 4.418 -0.556
12 C 2.189 3.478 -0.162
13 C 1.748 2.363 0.532
14 N 0.466 2.123 0.777
15 H -3.625 3.262 1.375
16 H -3.531 3.813 -0.310
17 H -2.518 4.560 0.938
18 H -4.073 1.688 -0.350
19 H -5.080 0.499 -1.964
20 H -4.836 -1.182 -1.994
21 H -0.844 4.883 -0.613
22 H 1.552 5.306 -1.096
23 H 3.238 3.596 -0.397
24 H 2.433 1.597 0.886
25 C -2.927 -2.416 -5.415
26 C -1.839 -2.380 -4.371
27 C -1.541 -3.486 -3.586
28 C -0.592 -3.405 -2.587
29 C 0.097 -2.211 -2.301
30 N 0.872 -2.090 -1.173
31 C 1.827 -3.002 -0.844
32 C 2.433 -3.837 -1.814
33 C 3.523 -4.632 -1.533
34 C 4.087 -4.652 -0.263
35 C 5.329 -5.454 0.041
36 C 3.471 -3.887 0.720
37 C 2.351 -3.098 0.484
38 C 1.681 -2.324 1.632
39 O 1.587 -0.995 1.470
40 C 2.407 -2.503 3.012
41 F 3.630 -1.943 2.975
42 F 2.587 -3.762 3.482
43 F 1.710 -1.842 3.974
44 C 0.216 -2.948 1.864
45 F -0.700 -1.946 1.979
46 F -0.232 -3.741 0.877
47 F 0.068 -3.688 2.986
48 C -0.169 -1.096 -3.141
49 C -1.126 -1.207 -4.140
50 C 0.541 0.235 -2.817
51 O 0.269 0.687 -1.582
52 C 2.108 0.045 -3.021
53 F 2.670 0.999 -3.820
54 F 2.767 0.115 -1.856
55 F 2.433 -1.127 -3.601
56 C 0.087 1.394 -3.761
57 F 0.273 1.217 -5.093
58 F 0.699 2.556 -3.447
59 F -1.242 1.627 -3.593
60 H -3.349 -3.418 -5.507
61 H -2.549 -2.113 -6.395
62 H -3.741 -1.732 -5.157
63 H -2.074 -4.418 -3.749
64 H -0.398 -4.257 -1.946
65 H 2.036 -3.806 -2.820
66 H 3.957 -5.241 -2.321
67 H 5.417 -6.299 -0.644
68 H 5.309 -5.837 1.063
69 H 6.230 -4.843 -0.068
70 H 3.904 -3.927 1.710
71 H -1.341 -0.371 -4.791
72 N -0.166 1.277 3.984
73 H -0.578 0.969 3.112
74 H 0.086 0.427 4.476
75 H 0.711 1.711 3.720

Atom charges from the Löwdin analysis, given in e for atoms 1 to 4: number 1, Ba, carries 2.13; number 2, C, carries -0.02; number 3, C, carries -0.26; number 4, N, carries 0.00